Entry 1:
Density functional theory data (ωB97M-V/def2-TZVPD) for an isolated molecule of C16H19NO2 in a non-equilibrium geometry.

Atoms and positions in Å:
O  -0.045122  3.185572  -0.226879
O  1.224731  -2.860874  4.331480
N  0.587626  -0.797002  1.200532
C  -1.406355  2.481244  -4.981385
C  -1.743960  -2.057417  0.759848
C  0.457807  -1.925538  3.506843
C  -1.464210  3.092948  -2.500229
C  -0.619234  -1.065968  0.585303
C  2.084048  1.382007  1.661153
C  -0.449653  2.174544  -2.223654
C  1.390567  -3.187818  1.605844
C  1.249474  -1.776442  2.172039
C  -1.874097  3.260069  -3.898031
C  0.123181  2.161848  -0.879249
C  -0.425203  1.521322  -4.653406
C  -0.885083  -0.024805  -0.258661
C  0.190419  0.960021  -0.115466
C  0.015903  1.381357  -3.319100
C  1.076386  0.463067  0.786215
H  -1.570979  -2.970783  0.068750
H  2.129154  2.397750  1.201584
H  -1.793453  2.614072  -5.964697
H  -2.649549  4.041458  -4.113850
H  2.113446  -3.751186  2.185183
H  -1.813418  0.155058  -0.812427
H  3.044106  0.917808  1.751213
H  0.453139  -3.750577  1.809723
H  -1.645199  -2.319016  1.778550
H  -1.725194  3.771405  -1.685699
H  -2.682457  -1.444137  0.772258
H  -0.476049  -2.356719  3.348287
H  2.146389  -1.406425  2.419661
H  0.642639  -3.256412  5.015625
H  -0.027627  0.806255  -5.422174
H  1.537036  1.518150  2.615719
H  1.642923  -3.119200  0.575081
H  0.304776  -0.961803  3.963985
H  0.883091  0.746167  -3.059970

Forces on the atoms, in the same order (eV/Å):
O 1.34 0.99 -0.12
O -0.77 0.60 0.16
N 0.58 -1.18 1.60
C 0.67 -0.15 2.92
C 1.38 -0.44 -0.12
C 2.03 -0.09 0.08
C 0.59 0.29 -2.52
C -0.95 1.80 -1.63
C -2.53 -0.85 -1.43
C -0.08 -0.29 -3.42
C -0.88 0.01 0.93
C -4.19 -0.87 -0.59
C -0.77 0.42 1.20
C -2.60 1.67 1.88
C 0.11 -0.76 0.25
C 1.04 1.23 -0.14
C -0.38 -3.38 -0.85
C 0.62 0.38 0.52
C 0.90 0.83 1.90
H -1.05 1.52 1.16
H 0.09 -0.99 0.13
H -0.10 0.10 -0.52
H 0.82 -0.80 0.29
H 0.41 0.16 -0.16
H 0.57 -0.30 0.16
H 0.57 -0.03 0.33
H 0.36 0.37 -0.71
H -0.30 -1.27 1.10
H -0.43 -0.17 -0.51
H 0.67 -1.10 -0.91
H -1.70 -0.65 -0.52
H 3.42 1.59 0.67
H 0.48 0.56 -0.74
H -0.32 0.96 0.79
H 0.71 -0.18 -0.26
H 0.17 -0.37 -0.89
H 0.21 0.42 0.49
H -0.71 -0.02 -0.51

Summary:
- charge = 0
- total energy (eV) = -22482.6070
- multiplicity = 1
- structure (SMILES) = Cc1cc(C(=O)c2ccccc2)c(C)n1[C@H](C)CO

Taken from the natural (NBO) analysis, the atomic charges in e are:
1. O -0.53
2. O -0.74
3. N -0.35
4. C -0.21
5. C -0.64
6. C -0.06
7. C -0.17
8. C 0.14
9. C -0.64
10. C -0.14
11. C -0.62
12. C -0.03
13. C -0.21
14. C 0.53
15. C -0.22
16. C -0.28
17. C -0.22
18. C -0.18
19. C 0.19
20. H 0.23
21. H 0.25
22. H 0.22
23. H 0.21
24. H 0.24
25. H 0.22
26. H 0.21
27. H 0.20
28. H 0.20
29. H 0.24
30. H 0.24
31. H 0.16
32. H 0.20
33. H 0.48
34. H 0.22
35. H 0.22
36. H 0.22
37. H 0.17
38. H 0.22



Entry 2:
Density functional theory data (ωB97M-V/def2-TZVPD) for a structure of composition C20H19N2O5Pt in a non-equilibrium geometry.

Atoms and positions in Å:
Pt  -0.126432  0.065645  -0.432211
O  1.988695  -0.217353  -0.091150
O  3.956464  0.842885  -0.149141
O  0.680489  1.719995  -1.670043
O  0.001347  1.141924  1.490486
O  0.680972  3.956262  -1.639398
N  -1.628536  -1.391426  0.221883
N  -2.092308  1.130720  -0.586374
C  1.423989  -3.043728  2.858968
C  -1.470428  -2.823265  0.402380
C  1.047765  2.194175  3.275141
C  2.162976  1.874599  1.035085
C  -2.557603  2.351026  -0.838837
C  -3.950077  1.461245  0.680770
C  -0.631959  -3.185052  1.612015
C  1.296904  1.210269  2.116481
C  -3.708861  2.607148  -0.069480
C  -0.126776  2.553636  1.234310
C  0.917714  -3.919984  3.810874
C  -0.368198  -4.416664  3.671742
C  -2.694153  -0.799717  0.656939
C  -0.000780  3.145429  2.646155
C  0.657444  -2.677501  1.764340
C  -2.922792  0.561070  0.349661
C  2.768288  0.769498  0.141560
C  0.838163  2.853627  -1.109811
C  -1.139090  -4.047043  2.577627
C  1.140988  2.877248  0.416858
H  -2.147149  -4.433423  2.472191
H  -3.456700  -1.363688  1.197916
H  1.456684  3.901927  0.598502
H  1.526334  -4.218236  4.655688
H  0.315078  4.186835  2.623328
H  1.060278  -1.992958  1.026033
H  3.013449  2.408556  1.454027
H  -2.450462  -3.304881  0.488715
H  0.638605  1.663369  4.135650
H  -1.064453  2.763196  0.732518
H  -0.982551  -3.217173  -0.493015
H  -0.776049  -5.091742  4.414582
H  -4.291363  3.515617  -0.085903
H  -2.079887  2.993807  -1.565744
H  1.618770  0.216260  2.418872
H  2.426347  -2.648172  2.966347
H  -4.735997  1.302513  1.404900
H  1.961779  2.699534  3.584415
H  -0.958520  3.075994  3.162652

Forces on the atoms, in the same order (eV/Å):
Pt -0.18 0.75 -1.09
O 0.20 -1.18 -0.38
O -0.17 -0.10 -0.09
O 0.09 -0.22 0.03
O -0.26 0.09 0.66
O 0.15 -0.26 -0.03
N 0.07 0.05 0.41
N -0.16 -0.54 0.13
C 0.01 0.00 0.02
C 0.12 0.00 0.21
C -0.20 -0.21 -0.11
C -0.01 -0.23 -0.16
C -0.28 0.07 -0.24
C 0.09 -0.21 0.19
C -0.08 -0.01 -0.02
C 0.66 0.21 0.46
C 0.04 0.13 -0.14
C 0.04 0.96 0.11
C 0.01 -0.02 0.04
C -0.01 -0.04 0.04
C 0.15 -0.35 -0.16
C -0.03 -0.27 -0.09
C -0.04 0.00 -0.06
C -0.25 0.44 -0.30
C 0.11 0.55 0.32
C -0.22 0.37 0.39
C 0.02 0.05 -0.04
C 0.06 0.02 -0.34
H 0.01 -0.01 -0.01
H 0.01 -0.04 0.02
H -0.03 0.01 0.14
H -0.01 0.03 0.01
H -0.02 0.00 -0.04
H 0.09 -0.02 0.00
H -0.05 0.04 0.11
H 0.00 -0.02 0.00
H 0.00 0.04 0.02
H 0.12 -0.04 0.15
H -0.07 0.00 -0.01
H 0.01 0.00 0.00
H -0.01 -0.01 0.02
H 0.10 -0.01 0.07
H -0.09 0.00 -0.10
H 0.01 0.01 -0.03
H -0.04 -0.04 -0.06
H 0.03 -0.04 -0.06
H 0.02 0.04 0.01

Summary:
- charge = -1
- expectation value of S² = 2.0046
- total energy (eV) = -37513.3054
- multiplicity = 3

Taken from the Mulliken analysis, the atomic charges in e are:
1. Pt 2.05
2. O -0.88
3. O -0.77
4. O -0.74
5. O -0.62
6. O -0.75
7. N -0.21
8. N -0.47
9. C -0.79
10. C -1.47
11. C -1.08
12. C -0.23
13. C -0.70
14. C -1.13
15. C 0.91
16. C 0.23
17. C -0.31
18. C 0.01
19. C -0.42
20. C -0.55
21. C 0.33
22. C -1.03
23. C -0.24
24. C 0.10
25. C 0.13
26. C 0.20
27. C -0.52
28. C 0.23
29. H 0.30
30. H 0.47
31. H 0.68
32. H 0.37
33. H 0.43
34. H 0.58
35. H 0.43
36. H 0.54
37. H 0.37
38. H 0.01
39. H 0.27
40. H 0.36
41. H 0.46
42. H 0.48
43. H 0.39
44. H 0.47
45. H 0.42
46. H 0.39
47. H 0.32



Entry 3:
Density functional theory data (ωB97M-V/def2-TZVPD) for a structure of composition C6H9O2 in a non-equilibrium geometry.

Atoms and positions in Å:
O  0.006560  2.946737  1.049138
O  -1.514210  4.335271  0.154001
C  -0.456560  -3.225464  -0.159807
C  0.647883  0.964180  -1.089960
C  -1.078339  3.567277  1.016058
C  0.575023  -2.518784  0.303646
C  0.099662  -0.225393  -0.456603
C  0.853426  -1.107957  0.232189
H  1.786320  -0.716367  0.623892
H  -0.466382  -4.302440  -0.118759
H  0.245282  1.123465  0.003922
H  -1.732380  3.355855  1.897044
H  -0.783968  -0.716417  -0.839250
H  1.720241  1.101836  -0.995973
H  -1.391017  -2.730671  -0.373019
H  0.119783  1.280810  -1.978395
H  1.368677  -3.131939  0.731875

Forces on the atoms, in the same order (eV/Å):
O 0.45 -0.20 0.13
O -0.32 0.47 -0.36
C -0.63 0.12 0.51
C -0.95 -0.81 1.96
C 0.19 -0.41 0.17
C 0.51 -0.52 0.48
C 1.80 -3.81 -2.78
C 0.04 0.48 0.97
H 0.28 -0.42 -0.05
H 0.00 -0.11 0.11
H -0.09 3.42 -0.79
H -0.35 0.11 0.21
H -0.70 0.84 -0.08
H -0.17 -0.08 -0.25
H -0.18 -0.03 -0.59
H -0.10 0.73 0.57
H 0.22 0.21 -0.18

Summary:
- charge = -1
- total energy (eV) = -10460.5678
- multiplicity = 1

Taken from the natural (NBO) analysis, the atomic charges in e are:
1. O -0.81
2. O -0.77
3. C -0.50
4. C -0.64
5. C 0.63
6. C -0.17
7. C -0.12
8. C -0.37
9. H 0.19
10. H 0.18
11. H 0.38
12. H -0.02
13. H 0.21
14. H 0.22
15. H 0.18
16. H 0.23
17. H 0.19



Entry 4:
Density functional theory data (ωB97M-V/def2-TZVPD) for a structure of composition C4H6O2 in a non-equilibrium geometry.

Atoms and positions in Å:
O  -0.525047  1.170680  0.686621
O  2.967620  0.451227  0.250775
C  2.535200  0.126115  1.250642
C  -0.059970  1.037725  -0.603823
C  -0.867674  0.061475  -1.023581
C  -1.487403  0.117741  0.349238
H  -1.355575  -0.743043  1.010940
H  0.749430  1.660564  -0.969153
H  -2.503971  0.515799  0.412315
H  -1.000533  -0.522972  -1.919752
H  0.609035  -1.721386  0.022499
H  0.938883  -2.153920  0.533276

Forces on the atoms, in the same order (eV/Å):
O 0.02 0.10 0.02
O -0.52 -0.38 1.22
C 0.61 0.41 -1.14
C 0.08 0.02 -0.27
C 0.09 0.11 -0.01
C -0.27 -0.17 0.14
H -0.02 0.12 -0.11
H -0.13 -0.12 0.04
H 0.13 -0.09 0.00
H -0.03 0.13 0.11
H 0.10 -0.12 0.09
H -0.06 0.00 -0.06

Summary:
- charge = 0
- total energy (eV) = -8336.7573
- multiplicity = 1

Taken from the natural (NBO) analysis, the atomic charges in e are:
1. O -0.50
2. O -0.52
3. C 0.52
4. C 0.14
5. C -0.37
6. C -0.08
7. H 0.20
8. H 0.20
9. H 0.20
10. H 0.23
11. H 0.00
12. H 0.00



Entry 5:
Density functional theory data (ωB97M-V/def2-TZVPD) for a structure of composition C3H3O3Rb in a non-equilibrium geometry.

Atoms and positions in Å:
Rb  -1.699555  1.689530  1.148184
O  1.049933  0.276896  -2.340378
O  1.914292  -1.501411  4.442205
O  0.446681  -0.002428  3.470024
C  -0.270552  0.218729  -2.480709
C  -1.155793  -0.341466  -1.649954
C  1.194352  -0.716631  4.006139
H  -0.616380  0.766559  -3.368469
H  1.310502  0.303609  -1.409287
H  -2.173480  -0.693387  -1.817755

Forces on the atoms, in the same order (eV/Å):
Rb 0.07 -0.16 -0.03
O 0.86 0.61 0.27
O 0.08 0.29 0.35
O -0.14 0.47 0.11
C -1.49 -0.20 0.41
C 0.24 0.43 -0.55
C -0.02 -0.70 -0.56
H 0.06 -0.40 0.06
H 0.00 -0.50 -0.20
H 0.33 0.15 0.13

Summary:
- charge = +1
- expectation value of S² = 0.7580
- total energy (eV) = -9949.3978
- multiplicity = 2

Taken from the natural (NBO) analysis, the atomic charges in e are:
1. Rb 0.99
2. O -0.65
3. O -0.45
4. O -0.59
5. C 0.08
6. C -0.33
7. C 1.04
8. H 0.21
9. H 0.49
10. H 0.20



Entry 6:
Density functional theory data (ωB97M-V/def2-TZVPD) for a cluster of 2 separate species, C4H6FP in total in a non-equilibrium geometry.

Atoms and positions in Å:
P  1.528572  -3.670361  1.888872
F  1.870205  -1.794793  -0.816147
C  0.432598  -0.667569  0.503778
C  -0.887770  1.279912  -0.561594
C  1.340485  -1.694568  0.366007
C  0.075093  0.118837  -0.547030
H  -0.335962  2.149975  -1.043475
H  0.811630  -0.120203  -1.332514
H  1.911973  -4.300908  0.550415
H  -1.337877  1.432162  0.320086
H  -1.645130  1.048039  -1.307946
H  0.115736  -0.575574  1.528636

Forces on the atoms, in the same order (eV/Å):
P 0.15 2.43 -4.07
F 0.68 -0.51 -0.85
C -1.30 1.54 0.72
C 2.90 -0.91 -4.62
C 0.96 -4.13 2.59
C 1.31 -0.04 0.83
H -0.73 -0.69 1.06
H -1.28 0.71 -0.60
H -0.31 0.54 1.67
H -1.36 0.90 3.29
H -0.30 -0.04 -0.09
H -0.72 0.21 0.07

Summary:
- charge = 0
- total energy (eV) = -16245.5956
- multiplicity = 1

Taken from the natural (NBO) analysis, the atomic charges in e are:
1. P -0.06
2. F -0.34
3. C -0.45
4. C -0.65
5. C 0.42
6. C -0.02
7. H 0.24
8. H 0.21
9. H -0.04
10. H 0.22
11. H 0.24
12. H 0.23